[1]
The following is a quantum chemistry calculation of a 2-piece molecular cluster, H2N2O4 overall, from the Open Molecules 2025 dataset.

LUMO energy (spin up / spin down) = -0.0334 / -0.0992 Eh
2S+1 = 1

Geometry as XYZ:
```
8
Properties=species:S:1:pos:R:3:mulliken_charge:R:1
N 0.384 -0.121 -0.061 -0.033
N -0.748 0.944 3.434 1.144
O 0.247 1.588 3.580 -0.545
O -1.661 0.847 4.224 -0.545
O 0.790 0.037 1.084 -0.250
O -0.950 0.282 2.357 -0.330
H 0.107 0.695 -0.619 0.281
H 0.124 -1.057 -0.386 0.279
```

***

[2]
The following is a quantum chemistry calculation of a 2-piece molecular cluster, CH4BrP overall, from the Open Molecules 2025 dataset.

Structure (SMILES) = C=P.Br
LUMO energy = 0.0128 Eh
2S+1 = 1

Geometry as XYZ:
```
7
Properties=species:S:1:pos:R:3:mulliken_charge:R:1
C 1.331 0.188 -0.308 -0.392
P 0.360 -1.021 0.220 -0.086
H 0.920 0.975 -0.971 0.243
H 2.447 0.266 -0.196 0.220
H 1.532 -1.638 0.915 0.022
Br -4.186 0.010 -0.027 -0.203
H -5.122 0.279 1.021 0.197
```

***

[3]
The following is a quantum chemistry calculation of an isolated molecule of CH3F3NP, from the Open Molecules 2025 dataset.

Structure (SMILES) = NPC(F)(F)F
LUMO energy = 0.0274 Eh
2S+1 = 1

Geometry as XYZ:
```
9
Properties=species:S:1:pos:R:3:mulliken_charge:R:1
N -1.581 -0.372 -0.057 -0.568
P -0.246 -0.594 0.997 -0.026
C 1.076 0.184 -0.158 0.657
F 2.062 0.738 0.540 -0.203
F 1.683 -0.655 -1.080 -0.252
F 0.438 1.078 -0.982 -0.281
H -1.497 0.322 -0.848 0.308
H -1.856 -1.379 -0.345 0.291
H -0.080 0.677 1.932 0.073
```

***

[4]
The following is a quantum chemistry calculation of an isolated molecule of C4H4N2O, from the Open Molecules 2025 dataset.

Structure (SMILES) = N#CCOCC#N
LUMO energy = -0.0016 Eh
2S+1 = 1

Geometry as XYZ:
```
11
Properties=species:S:1:pos:R:3:mulliken_charge:R:1
N 2.783 -0.675 1.227 -0.389
C 2.016 -0.486 0.382 0.193
C 0.994 -0.054 -0.593 -0.084
O -0.092 -0.932 -0.706 -0.389
C -1.256 -0.419 -0.055 -0.089
C -1.101 0.969 0.406 0.172
N -1.661 1.833 0.932 -0.428
H 1.436 0.191 -1.572 0.301
H 0.523 0.950 -0.129 0.172
H -2.112 -0.394 -0.743 0.266
H -1.531 -0.983 0.850 0.276
```

***

[5]
The following is a quantum chemistry calculation of C51H40BBrF13N2OP3RuS2 as an isolated structure, from the Open Molecules 2025 dataset.

Charge = -1
Expectation value of S² = 0.838
LUMO energy (spin up / spin down) = 0.0329 / 0.0365 Eh
2S+1 = 2

Geometry as XYZ:
```
115
Properties=species:S:1:pos:R:3:mulliken_charge:R:1
Ru 0.477 -0.345 0.487 0.094
S -1.460 1.670 -3.003 -0.709
P -0.293 2.565 -1.697 1.965
C -0.091 1.731 -0.175 -1.028
P -0.845 2.080 1.352 1.385
S -2.046 0.567 1.833 -0.457
C 0.522 2.219 2.557 0.673
C 0.375 1.656 3.819 -0.865
C 1.400 1.764 4.743 -0.519
C 2.561 2.445 4.416 -0.681
C 2.701 3.026 3.166 -0.626
C 1.688 2.908 2.234 -0.113
C -1.804 3.612 1.592 0.407
C -1.361 4.628 2.430 -0.412
C -2.149 5.748 2.621 -0.827
C -3.369 5.859 1.978 -0.590
C -3.816 4.840 1.153 -0.748
C -3.036 3.717 0.958 -0.187
C 1.395 2.710 -2.361 0.107
C 1.555 3.139 -3.673 -0.808
C 2.829 3.283 -4.188 -0.718
C 3.933 3.001 -3.398 -0.767
C 3.771 2.555 -2.097 -0.922
C 2.498 2.407 -1.578 0.655
C -0.851 4.283 -1.459 0.678
C -0.080 5.189 -0.742 -0.303
C -0.585 6.447 -0.466 -0.647
C -1.850 6.804 -0.912 -0.420
C -2.600 5.912 -1.662 -0.753
C -2.104 4.650 -1.931 -0.615
H -0.539 1.122 4.058 0.439
H 1.298 1.314 5.722 0.391
H 3.363 2.517 5.135 0.349
H 3.611 3.547 2.910 0.349
H 1.803 3.336 1.249 0.072
H -0.410 4.535 2.932 0.379
H -1.807 6.534 3.279 0.428
H -3.974 6.744 2.119 0.395
H -4.775 4.925 0.662 0.458
H -3.376 2.910 0.321 0.414
H 0.680 3.344 -4.276 0.421
H 2.966 3.622 -5.205 0.449
H 4.927 3.128 -3.802 0.411
H 4.624 2.329 -1.474 0.558
H 2.360 2.059 -0.564 -0.054
H 0.906 4.903 -0.398 0.139
H 0.007 7.144 0.110 0.435
H -2.257 7.774 -0.663 0.419
H -3.580 6.189 -2.026 0.417
H -2.682 3.935 -2.504 0.384
Br -0.759 -2.607 0.814 -0.614
F 2.826 0.444 0.900 0.476
B 4.187 0.583 1.360 0.552
F 4.241 0.217 2.678 -0.277
F 4.966 -0.252 0.585 -0.401
F 4.565 1.891 1.184 -0.347
N 1.310 -0.939 2.571 0.284
C 1.194 -1.854 3.266 -0.484
N 0.947 -2.852 4.053 0.148
C 1.827 -3.986 4.234 -0.292
C 2.435 -3.940 5.647 -0.645
O 1.450 -3.779 6.647 -0.404
C 0.687 -2.611 6.432 -0.491
C -0.050 -2.704 5.095 -0.548
H 2.624 -3.976 3.486 0.193
H 1.231 -4.899 4.110 0.300
H 3.163 -3.113 5.698 0.336
H 2.938 -4.882 5.878 0.370
H 1.346 -1.729 6.420 0.295
H -0.004 -2.537 7.271 0.376
H -0.658 -1.821 4.903 0.389
H -0.687 -3.595 5.074 0.284
F 2.985 -2.233 -8.177 -0.267
C 3.185 -1.028 -7.595 0.796
F 2.651 -0.127 -8.432 -0.287
F 4.516 -0.830 -7.626 -0.276
C 2.617 -0.976 -6.215 0.266
C 3.288 -1.632 -5.191 -1.176
C 2.747 -1.651 -3.923 -0.369
C 1.520 -1.038 -3.672 -0.096
C 0.883 -0.339 -4.697 0.063
C 1.422 -0.311 -5.966 -0.909
P 0.702 -1.090 -2.029 2.650
C -0.930 -1.736 -2.550 0.141
C -1.077 -2.651 -3.588 -0.295
C -2.336 -3.074 -3.969 -1.066
C -3.455 -2.570 -3.318 0.314
C -3.321 -1.653 -2.287 -0.889
C -2.060 -1.241 -1.905 -0.611
C -4.827 -3.000 -3.754 0.772
F -4.864 -4.263 -4.222 -0.287
F -5.740 -2.946 -2.772 -0.281
F -5.316 -2.230 -4.752 -0.262
C 1.643 -2.519 -1.349 -0.191
C 1.285 -3.860 -1.426 -0.965
C 2.067 -4.814 -0.797 -0.897
C 3.212 -4.434 -0.107 0.212
C 3.602 -3.099 -0.057 -0.667
C 2.810 -2.151 -0.675 -1.044
C 4.060 -5.459 0.585 0.826
F 4.487 -5.054 1.797 -0.250
F 3.441 -6.633 0.794 -0.302
F 5.176 -5.763 -0.114 -0.293
H 4.224 -2.129 -5.400 0.445
H 3.272 -2.169 -3.136 0.503
H -0.046 0.170 -4.494 0.146
H 0.923 0.216 -6.763 0.505
H -0.208 -3.024 -4.112 0.593
H -2.455 -3.798 -4.762 0.429
H -4.194 -1.279 -1.777 0.481
H -1.952 -0.516 -1.104 0.235
H 0.380 -4.157 -1.931 0.376
H 1.773 -5.852 -0.828 0.448
H 4.501 -2.786 0.455 0.630
H 3.122 -1.112 -0.671 0.846
```

***

[6]
The following is a quantum chemistry calculation of an isolated molecule of C5H4O2, from the Open Molecules 2025 dataset.

LUMO energy = -0.0239 Eh
2S+1 = 1

Geometry as XYZ:
```
11
Properties=species:S:1:pos:R:3:mulliken_charge:R:1
O -0.161 1.989 -1.530 -0.534
C -0.081 1.068 -0.771 0.635
O 0.201 1.327 0.576 -0.360
C 0.315 0.341 1.489 -0.021
C 0.169 -0.974 1.203 -0.261
C -0.130 -1.429 -0.142 -0.786
C -0.239 -0.361 -1.085 0.376
H 0.542 0.757 2.475 0.412
H 0.285 -1.680 2.032 0.331
H -0.977 -0.477 -2.029 0.108
H 0.076 -0.563 -2.218 0.101
```

***

no.,calculated total energy (eV)
1,-11194.274
2,-80431.430
3,-20016.547
4,-9237.762
5,-216740.089
6,-9339.889